--- 1 ---
Formula: C6H9N4
Source: the Open Molecules 2025 dataset
Level of theory: ωB97M-V with the def2-TZVPD basis set

Summary:
Net charge: +1
Gap between HOMO and LUMO (alpha / beta): 6.36 / 6.36 eV

Geometry (Å):
1 C -1.6339 -0.5730 0.2660
2 H -0.7598 3.0348 0.6606
3 H -2.3671 -0.5708 1.0966
4 N 0.8407 -2.1071 -0.3917
5 N 0.2367 1.2454 -0.0449
6 H -1.1790 1.2242 1.2932
7 H 2.9842 0.0026 -1.1020
8 H -1.8766 -1.3516 -1.7719
9 C -0.8458 0.5254 0.4735
10 H -2.6016 -2.1965 -0.4739
11 C -1.6300 -1.6920 -0.7092
12 C -0.3374 -2.3441 -0.5344
13 H 1.8170 -1.1468 1.2325
14 C 1.9131 -1.3365 0.1077
15 H 0.5433 3.2139 -0.3298
16 N 2.1348 0.0100 -0.4698
17 C 1.4778 1.1195 -0.5753
18 H 2.9425 -1.9232 -0.0587
19 N 0.1539 2.6712 0.4109

Results of the Mulliken charge analysis, in e, for atoms 1 through 6: -0.5140, 0.2582, 0.3329, -0.1198, 0.3684, 0.3703

=====

--- 2 ---
Formula: C6H9N4
Source: the Open Molecules 2025 dataset
Level of theory: ωB97M-V with the def2-TZVPD basis set

Summary:
Net charge: +1
Gap between HOMO and LUMO: 8.76 eV

Geometry (Å):
1 H -3.6888 -2.1263 1.4892
2 H -0.3030 2.3032 -1.6825
3 C 1.7685 1.5617 -1.0637
4 H 1.9880 -1.5058 0.5525
5 H 0.3474 0.8741 -2.4947
6 H 3.2828 0.9707 -0.0530
7 N -1.5468 0.9072 0.0175
8 H -0.1306 -0.7655 1.0888
9 C 2.3838 0.6200 -0.3842
10 C -0.4396 0.5100 -0.5177
11 C -2.2273 -0.8020 1.5391
12 H 1.8018 -1.1396 -1.1625
13 C 1.6656 -0.7019 -0.2598
14 H -2.5729 -2.5415 2.5943
15 N -2.1328 0.2184 0.9144
16 H 2.1501 2.5515 -1.2428
17 N -2.8626 -1.8339 1.9654
18 N 0.2374 -0.4574 0.1695
19 C 0.2790 1.3571 -1.4696

Results of the Mulliken charge analysis, in e, for atoms 1 through 6: 0.2551, 0.3614, -0.3486, 0.3299, 0.2745, 0.4478

=====

Computed stability ranking, most favorable first: 2, 1

=====

--- 1 ---
Formula: C11H15N
Source: the Open Molecules 2025 dataset
Level of theory: ωB97M-V with the def2-TZVPD basis set

Summary:
Net charge: -1
Spin multiplicity: 2
Gap between HOMO and LUMO (alpha / beta): 3.11 / 6.44 eV

Geometry (Å):
1 H -2.7849 1.7814 -1.7372
2 C 0.1942 -1.2038 -2.2900
3 N 1.9824 -2.3170 0.7620
4 C 1.7464 -0.9983 1.0880
5 H -2.2048 2.4033 0.3991
6 H 2.8990 -2.6595 1.0159
7 C 0.9616 -0.4433 0.0583
8 H 1.7060 -3.4872 -1.0296
9 H 0.8326 -1.4764 -3.1411
10 C 0.6728 0.9675 0.0943
11 C 0.8639 -1.4181 -0.9756
12 C -2.8219 1.5126 0.3933
13 H -2.1163 0.2241 -1.2197
14 C 2.1591 -0.2823 2.2256
15 C 1.5153 -2.5394 -0.5444
16 C 1.1430 1.7084 1.1857
17 H -0.7213 -1.8063 -2.3944
18 H -2.5983 0.7912 1.1747
19 H -3.8747 0.5411 -1.2759
20 H -0.1565 -0.1842 -2.4234
21 H 0.7936 2.7269 1.3326
22 C 1.9061 1.1321 2.1890
23 H -0.0131 1.3854 -0.6391
24 H 2.2999 -0.8954 3.1161
25 H 2.3474 1.7328 2.9785
26 H -3.8290 1.8473 0.6818
27 C -2.9027 0.9571 -1.0244

Results of the Mulliken charge analysis, in e, for atoms 1 through 6: 0.2498, -1.3955, -0.2102, -0.5899, 0.2335, 0.3126

=====

--- 2 ---
Formula: C11H15N
Source: the Open Molecules 2025 dataset
Level of theory: ωB97M-V with the def2-TZVPD basis set

Summary:
Net charge: -1
Spin multiplicity: 2
Gap between HOMO and LUMO (alpha / beta): 2.36 / 6.60 eV

Geometry (Å):
1 C 2.3223 1.6401 -0.5768
2 H -1.6981 -0.4580 0.7989
3 C -1.9077 -3.7542 1.7100
4 C 2.3536 2.8926 -1.1981
5 H -1.7194 -3.1313 -0.5045
6 H 0.7340 4.1544 -1.7535
7 H 3.9671 0.4483 -0.9534
8 C -1.2150 0.4033 0.4013
9 H 3.9579 1.4203 0.4382
10 H -3.1116 1.5547 -0.1381
11 H -2.9520 -3.3586 1.7666
12 H 2.9459 -0.0994 0.4496
13 H -2.1978 -4.7618 -0.1169
14 C -1.9620 1.5776 -0.1970
15 C 0.1059 2.5155 -0.6681
16 C 0.8429 1.4221 -0.2505
17 H -2.1012 -4.8338 2.1299
18 C 0.1750 0.4129 0.4209
19 C -1.2819 2.5952 -0.7793
20 H -0.7205 -4.3336 -0.0003
21 N 0.9781 3.3323 -1.3288
22 C 3.3606 0.7581 -0.1094
23 C -1.6776 -3.9633 0.1865
24 H -1.1535 -3.0495 2.0502
25 H 0.7309 -0.4240 0.9751
26 H 3.0357 3.5164 -1.7312
27 H -1.8115 3.5237 -1.0214

Results of the Mulliken charge analysis, in e, for atoms 1 through 6: 0.9389, 0.4781, -0.7534, -1.1960, 0.3800, 0.1116

=====

Computed stability ranking, most favorable first: 1, 2

=====

--- 1 ---
Formula: C17H20N2O3S
Source: the Open Molecules 2025 dataset
Level of theory: ωB97M-V with the def2-TZVPD basis set

Summary:
Net charge: 0
Gap between HOMO and LUMO: 9.07 eV

Geometry (Å):
1 O 0.6339 -0.5991 2.7445
2 H -1.6242 0.8596 2.5309
3 C 0.0668 -1.7839 -1.8180
4 C -1.6045 0.3325 -0.6229
5 O -2.4468 -0.5486 -0.6581
6 C -1.2829 1.0711 -1.9300
7 H -2.4731 -0.3791 1.5528
8 N 0.1054 1.3086 -2.2651
9 H 0.7561 1.3499 1.3438
10 C -0.5684 -0.9701 2.2371
11 S 2.0904 -1.3911 -0.2907
12 C -1.9436 2.4729 -1.9386
13 C -0.6891 -2.3251 2.2766
14 H 1.2670 2.9604 -2.7778
15 H -0.4413 3.9455 -1.3852
16 C -1.5087 0.0862 1.7642
17 H -0.7043 -1.6572 -2.5548
18 H -1.5265 -2.8986 1.9377
19 H 1.7124 -3.6932 0.3735
20 C 1.1900 0.5324 -2.0243
21 H 0.7618 -3.8377 3.0385
22 C 1.2879 -1.7247 3.1080
23 H -1.1694 4.2430 -2.9629
24 H 0.3496 2.1163 -0.1910
25 H -0.4993 2.6019 1.2890
26 O 2.3196 0.9312 -2.2573
27 H 3.0052 -2.5602 4.0181
28 H -2.3965 2.6986 -0.9740
29 H -1.7496 0.4527 -2.7100
30 C -0.0594 1.7596 0.7446
31 C 0.2839 -2.9957 -1.1336
32 C 2.6589 -1.5936 3.6657
33 C 1.3345 -2.9287 -0.2749
34 H -2.7325 2.5006 -2.6885
35 H -0.3188 -3.8740 -1.2767
36 N -1.0569 0.7384 0.5386
37 H 2.6684 -0.8848 4.4921
38 H 3.3430 -1.2289 2.8994
39 C 0.2502 2.5941 -2.9240
40 H 0.0716 2.4752 -3.9993
41 C 0.9523 -0.8074 -1.4594
42 C 0.5128 -2.8140 2.8467
43 C -0.8258 3.4649 -2.2849

Results of the Mulliken charge analysis, in e, for atoms 1 through 6: -0.3534, 0.4188, 0.0594, 0.1093, -0.6977, 0.3769

=====

--- 2 ---
Formula: C17H20N2O3S
Source: the Open Molecules 2025 dataset
Level of theory: ωB97M-V with the def2-TZVPD basis set

Summary:
Net charge: 0
Gap between HOMO and LUMO: 8.83 eV

Geometry (Å):
1 C -0.8633 -4.6071 0.4958
2 C -2.5835 2.8589 -1.7861
3 C -1.2895 3.1091 -1.3639
4 C -2.9723 1.4830 0.1344
5 H 1.4528 0.5652 -1.9830
6 C 1.3042 0.1170 -1.0121
7 H -0.5691 -0.8155 -1.5321
8 C -0.8314 2.5350 -0.1839
9 C 2.2248 0.3574 0.0040
10 C 2.8876 2.7408 0.2851
11 C 0.2401 -4.3025 -0.5069
12 H 3.5805 1.4141 -1.2650
13 O 1.5573 3.6449 -1.4946
14 H 2.7467 -0.0584 2.0405
15 C -3.4258 2.0455 -1.0474
16 H 0.7219 -1.4479 2.4589
17 H 4.2298 1.0472 0.3445
18 S -1.5246 -2.0582 0.8675
19 O -2.1364 -1.3941 1.9843
20 H 0.4057 -5.1656 -1.1466
21 N 0.4823 2.6989 0.2830
22 C 0.1779 -0.6501 -0.7721
23 C 1.5818 3.1015 -0.4137
24 C -0.0140 -1.1919 0.4829
25 C 3.3354 1.3461 -0.2047
26 H -0.6331 -5.5237 1.0443
27 N -0.9629 -3.5267 1.4621
28 H -0.6314 3.7318 -1.9459
29 H -1.5025 -3.7682 2.2799
30 H 0.6481 2.2395 1.1684
31 H -0.0462 -3.4578 -1.1263
32 C 2.0276 -0.2284 1.2518
33 H -3.6069 0.8361 0.7193
34 H -1.3367 1.2766 1.4852
35 H -4.4304 1.8499 -1.3901
36 H -1.8130 -4.7381 -0.0381
37 H 2.7629 2.7370 1.3685
38 H 3.6455 3.4756 0.0135
39 H -2.9324 3.3038 -2.7063
40 C 0.9073 -1.0042 1.4939
41 O -2.2947 -2.2441 -0.3290
42 H 1.1647 -4.0623 0.0124
43 C -1.6846 1.7298 0.5674

Results of the Mulliken charge analysis, in e, for atoms 1 through 6: -0.4297, -0.5351, -0.5669, -0.4817, 0.3439, -0.5524

=====

Computed stability ranking, most favorable first: 2, 1

=====

--- 1 ---
Formula: C16H40O8
Source: the Open Molecules 2025 dataset
Level of theory: ωB97M-V with the def2-TZVPD basis set

Summary:
Net charge: 0
Gap between HOMO and LUMO: 9.94 eV

Geometry (Å):
1 O 2.9037 -1.1406 -0.6729
2 C -3.1686 2.7107 4.3109
3 O -3.2122 2.7375 2.8908
4 C 8.4814 -7.9046 3.2342
5 H -3.5840 5.0193 -4.9334
6 H 1.6022 -0.9677 1.0185
7 H 7.6217 -4.1030 1.1780
8 H 7.5588 -7.7029 1.2337
9 H -1.7716 -0.8190 -2.1873
10 C 7.5443 -7.3146 2.2521
11 C 2.2827 -0.3989 0.3848
12 O 9.9125 -7.6985 2.9154
13 C 10.3351 -8.2551 1.6607
14 O -6.1085 7.0170 -3.7298
15 C -3.0875 3.9129 2.0611
16 C 0.8894 -0.9442 -2.2493
17 H -1.7493 0.5314 -0.9103
18 H -5.5052 -0.8704 3.7865
19 H -2.1092 4.0015 1.5886
20 H -3.3177 4.7771 2.6841
21 C -6.4124 4.2173 -4.1202
22 H 6.5857 -7.6779 2.6227
23 H 1.7070 0.5040 0.1815
24 H 8.2716 -7.4149 4.1852
25 H -7.2379 7.4697 -5.4739
26 H 0.6253 -1.4373 -3.1849
27 H 2.5292 -2.4421 -2.1538
28 H 3.0085 0.0937 1.0317
29 O 7.8142 -5.8584 2.2191
30 H -4.7691 5.4562 -6.0622
31 H 1.5399 -2.5923 -0.8130
32 H 1.3515 -0.0185 -2.5922
33 H -7.8348 8.0144 -3.9700
34 C -4.6421 5.2738 -4.9951
35 H -3.3325 1.1419 5.9315
36 H -7.1456 4.7424 -4.7324
37 H 9.8617 -7.5963 0.9327
38 H 6.2769 -5.3592 0.9093
39 H 8.1332 -8.9116 3.4642
40 H 7.7534 -5.4931 0.1272
41 H -2.2837 3.2478 4.6522
42 H -4.3034 6.2890 -3.1358
43 H -2.4571 0.7619 4.4542
44 H 9.9730 -9.2816 1.7189
45 O -5.1221 3.9883 -4.5647
46 C -3.3188 1.2974 4.8527
47 H -6.3023 8.7610 -4.6730
48 C 1.9194 -1.8280 -1.4912
49 C 7.3339 -5.1490 1.0726
50 C -6.9027 7.8652 -4.5150
51 H -4.1989 -0.4278 2.7804
52 H -4.1066 3.1793 4.6086
53 C -4.8117 6.5358 -4.0679
54 O -0.1294 -0.6523 -1.3223
55 H -3.8875 3.8653 1.3222
56 H -6.3218 4.7068 -3.1505
57 H -1.0124 0.6362 -2.6618
58 C -1.2797 0.0620 -1.7747
59 H -3.8405 -1.2657 4.2689
60 H -6.7015 3.2526 -3.7032
61 O -4.5302 0.7034 4.4875
62 H -4.2334 7.3681 -4.4690
63 H 11.3967 -8.1156 1.4568
64 C -4.4810 -0.5002 3.8308

Results of the Mulliken charge analysis, in e, for atoms 1 through 6: -0.3758, -0.4486, -0.3068, -0.6145, 0.3114, 0.3112

=====

--- 2 ---
Formula: C16H40O8
Source: the Open Molecules 2025 dataset
Level of theory: ωB97M-V with the def2-TZVPD basis set

Summary:
Net charge: 0
Gap between HOMO and LUMO: 9.74 eV

Geometry (Å):
1 O -4.8048 -0.8067 -0.9441
2 H -3.0616 -3.2145 1.5073
3 H 3.1778 -6.2436 -4.2716
4 H -0.1799 -4.9323 -1.3439
5 C 3.6749 5.6210 4.7499
6 C -1.0116 3.3754 1.6822
7 H 1.8041 2.5785 3.0647
8 H -5.8581 0.7420 -1.9367
9 H 1.6400 -5.9609 -3.4572
10 H -3.8328 -3.8221 -2.2943
11 H -3.2248 -1.2764 -2.1706
12 C -0.6898 -4.1445 -1.8984
13 C 4.7069 5.3677 2.5640
14 H -4.9250 1.2558 -0.6025
15 H -4.7604 -1.5779 -2.9795
16 O -3.2491 -3.2638 -0.4409
17 H -1.0123 0.9762 -1.2130
18 H -4.2246 0.9614 -2.1452
19 C -3.5758 -2.6157 0.7554
20 C -4.2581 -1.5849 -2.0122
21 H 5.0154 5.9562 1.7000
22 O 3.7925 3.1587 3.1834
23 H 2.8806 1.4335 2.2428
24 H 2.9443 4.8197 4.8601
25 C -2.2544 1.8248 0.4183
26 H 3.0900 4.2194 1.5036
27 H 3.3517 6.4498 5.3799
28 H -3.1439 -1.6156 0.7923
29 O -1.6686 3.1307 0.3941
30 O -0.2598 0.3271 0.5724
31 H -1.6761 3.2766 2.5406
32 O 3.1656 -4.4715 -3.2130
33 C 2.3887 -3.9419 -2.1383
34 C 2.7969 2.1289 3.0780
35 H -0.2957 2.6149 1.9940
36 H 1.7546 0.0501 0.5296
37 H 3.1478 -3.3555 -1.6207
38 O 0.0845 -3.8007 -3.0829
39 H -1.9378 -0.2559 -0.3623
40 H 1.6430 -2.5747 -3.7350
41 H 2.0205 -4.7523 -1.5091
42 H 5.6346 5.0380 3.0319
43 H -5.2050 -3.4313 -1.3760
44 H 4.6374 3.4166 1.4848
45 C 1.2662 -3.0330 -2.8206
46 C -4.9199 0.5363 -1.4213
47 H -4.6285 -2.5460 1.0294
48 H -3.2033 1.8917 -0.1138
49 H -1.6965 -4.5093 -2.1017
50 C 3.9951 4.0572 2.0890
51 H 1.9714 -5.0430 -4.8595
52 O 3.8797 6.1772 3.4920
53 H -0.5850 4.3782 1.6615
54 H 2.9316 1.4865 3.9483
55 H 1.3249 1.5462 -0.3432
56 C -4.1848 -3.0955 -1.5619
57 C 1.0167 0.5255 -0.1166
58 H 1.1341 0.0326 -1.0817
59 H 4.6774 5.3456 5.0774
60 C 2.4599 -5.4748 -3.9860
61 H -2.5658 1.4800 1.4044
62 H 1.1851 -2.2413 -2.0757
63 H -0.8931 -3.2823 -1.2632
64 C -1.4069 0.6881 -0.2387

Results of the Mulliken charge analysis, in e, for atoms 1 through 6: -0.2680, 0.2665, 0.2891, 0.2424, -0.5479, -0.7172

=====

Computed stability ranking, most favorable first: 2, 1

=====

--- 1 ---
Formula: C2H2BrI
Source: the Open Molecules 2025 dataset
Level of theory: ωB97M-V with the def2-TZVPD basis set

Summary:
Net charge: 0
Gap between HOMO and LUMO: 10.44 eV

Geometry (Å):
1 C -0.0162 0.8367 -0.3719
2 I -1.3539 -1.1016 2.2601
3 Br 2.4307 -0.0981 -1.8620
4 H -1.1642 -0.9753 0.6430
5 C 0.9656 0.4055 -0.9505
6 H -0.8618 0.9328 0.2812

Atom-resolved charges from Mulliken, all expressed in e: -0.2799, -0.0575, 0.0046, 0.0730, -0.0244, 0.2842

=====

--- 2 ---
Formula: C2H2BrI
Source: the Open Molecules 2025 dataset
Level of theory: ωB97M-V with the def2-TZVPD basis set

Summary:
Net charge: 0
Gap between HOMO and LUMO (alpha / beta): 7.59 / 8.62 eV

Geometry (Å):
1 H 0.4270 1.5265 1.1257
2 H -0.8001 0.3525 1.6326
3 C 0.3922 -0.5250 -0.6341
4 Br 0.7989 0.2885 -2.1629
5 C -0.3401 0.7954 0.7226
6 I -0.4780 -2.4379 -0.6838

Atom-resolved charges from Mulliken, all expressed in e: 0.2838, 0.2881, -0.1391, 0.0200, -0.5626, 0.1098

=====

Computed stability ranking, most favorable first: 1, 2